# 1
22
Properties=species:S:1:pos:R:3 method="wB97M-V/def2-TZVPD" de_lowest_kj_mol=242.8 charge=0 e_tot_ev=-20235.5115 orbital_gap_ev=9.04
C -0.582 1.618 -1.005
N -1.607 0.971 -0.183
C -1.155 0.961 1.240
N -1.479 -0.412 1.736
C 0.862 0.965 -1.279
C 0.700 -0.376 -1.959
S 1.301 -1.941 -1.277
H -1.073 1.408 -2.092
H -0.381 2.753 -0.698
H -2.009 0.180 -0.632
H -1.771 1.715 1.622
H -0.029 1.230 1.329
H -0.602 -0.852 2.079
H -2.267 -0.488 2.365
H 1.620 1.760 -1.679
H 1.340 0.858 -0.336
H -0.360 -0.669 -2.138
H 1.225 -0.492 -2.903
H 0.697 -2.719 -2.098
H 1.531 -2.529 3.194
H 2.191 -2.163 1.932
O 1.849 -1.777 2.781

=====

# 2
22
Properties=species:S:1:pos:R:3 method="wB97M-V/def2-TZVPD" de_lowest_kj_mol=327.9 charge=0 e_tot_ev=-20234.6298 orbital_gap_ev=8.00
C -0.221 2.023 0.292
O -0.485 1.978 1.707
C 1.282 1.814 0.114
N 1.603 1.813 -1.312
H -0.426 3.008 -0.152
H -0.880 1.280 -0.141
H -1.026 2.747 1.904
H 1.821 2.570 0.690
H 1.488 0.860 0.630
H 2.609 1.865 -1.324
H 1.325 0.857 -1.682
H 2.206 -0.600 -0.667
C -1.035 -1.520 1.083
C 0.171 -2.052 0.305
S 0.416 -1.212 -1.318
N -2.353 -1.690 0.448
H -0.900 -0.439 1.101
H -1.115 -1.870 2.110
H 0.016 -3.105 0.027
H 1.106 -1.917 0.838
H -2.480 -2.646 0.138
H -2.298 -1.159 -0.420

=====

# 3
22
Properties=species:S:1:pos:R:3 method="wB97M-V/def2-TZVPD" de_lowest_kj_mol=54.0 charge=0 e_tot_ev=-20237.4685 orbital_gap_ev=9.98
C -0.277 -1.177 -0.916
C -1.123 -1.813 -2.014
S -1.595 -0.481 -3.145
N 0.234 -2.177 0.018
H 0.587 -0.697 -1.377
H -0.881 -0.412 -0.407
H -0.527 -2.585 -2.493
H -2.005 -2.288 -1.591
H -2.302 -1.248 -3.999
H 0.917 -1.761 0.639
H -0.507 -2.491 0.636
C 1.517 1.565 0.998
O 2.304 0.428 1.375
C 0.226 1.466 1.800
N -0.734 2.473 1.355
H 2.046 2.503 1.169
H 1.273 1.465 -0.065
H 3.145 0.493 0.938
H -0.071 0.415 1.681
H 0.430 1.612 2.858
H -1.477 2.560 2.036
H -1.179 2.150 0.504

=====

# 4
22
Properties=species:S:1:pos:R:3 method="wB97M-V/def2-TZVPD" spin_multiplicity=2 de_lowest_kj_mol=170.7 charge=+1 e_tot_ev=-20227.0437 s2=0.754 orbital_gap_ev="8.47 / 3.68"
C 0.631 0.965 -0.507
N 0.320 0.545 0.867
C 1.588 0.480 1.682
N 1.139 0.042 3.010
C 0.838 -0.046 -1.657
C 0.016 -1.312 -1.618
S -1.217 -1.021 -3.029
H -0.242 1.628 -0.801
H 1.374 1.838 -0.714
H -0.356 1.147 1.404
H 2.092 1.416 1.703
H 2.247 -0.282 1.348
H 0.552 0.705 3.480
H 0.645 -0.880 2.835
H 0.822 0.357 -2.588
H 1.891 -0.429 -1.706
H 0.469 -2.230 -1.567
H -0.718 -1.290 -0.719
H -1.749 0.136 -2.406
H -3.149 -0.165 0.875
H -3.357 -1.123 -0.217
O -3.837 -0.478 0.323

=====

# 5
21
Properties=species:S:1:pos:R:3 method="wB97M-V/def2-TZVPD" de_lowest_kj_mol=0.0 charge=0 e_tot_ev=-15233.7906 orbital_gap_ev=9.81
C -0.370 0.319 1.924
C 0.865 1.635 0.027
C -1.459 1.091 -0.431
C -0.220 0.600 0.349
N 1.797 -1.741 -0.241
N -0.314 -1.372 -1.997
Si 0.170 -1.205 -0.332
H -0.242 1.164 2.570
H -1.391 -0.075 2.198
H 0.400 -0.409 2.135
H 1.219 1.518 -0.999
H 1.716 1.545 0.891
H 0.586 2.738 0.116
H -1.268 1.021 -1.445
H -2.301 0.444 -0.237
H -1.729 2.099 -0.154
H 2.303 -2.071 0.538
H 2.393 -1.932 -1.026
H -0.590 -2.342 -2.149
H -0.974 -0.734 -2.260
H -0.594 -2.290 0.523

=====

# 6
21
Properties=species:S:1:pos:R:3 method="wB97M-V/def2-TZVPD" de_lowest_kj_mol=263.4 charge=0 e_tot_ev=-15231.0607 orbital_gap_ev=9.56
C -0.846 -0.940 -1.111
C -0.725 -1.185 1.316
C -1.340 1.075 0.562
C -0.568 -0.163 0.212
N 2.429 0.859 -0.892
N 1.719 0.372 1.875
Si 1.335 0.352 0.173
H -0.289 -1.908 -1.368
H -1.896 -1.238 -1.128
H -0.516 -0.303 -1.959
H -0.500 -2.178 0.860
H -1.834 -1.329 1.681
H -0.029 -1.012 2.177
H -1.804 1.626 -0.310
H -2.255 0.835 1.263
H -0.720 1.734 1.226
H 0.895 0.481 -3.209
H 2.398 0.889 -1.940
H 0.929 0.798 2.329
H 2.440 0.951 2.263
H 1.177 0.283 -4.018

=====

# 7
21
Properties=species:S:1:pos:R:3 method="wB97M-V/def2-TZVPD" de_lowest_kj_mol=237.8 charge=+1 e_tot_ev=-8837.5584 orbital_gap_ev=9.88
C 0.325 1.823 0.667
C 1.488 -0.962 0.719
C -0.149 0.871 -0.475
C 0.325 -0.898 -0.147
N -1.628 0.859 -0.657
N -1.044 -1.322 0.399
N 0.475 -1.536 -1.384
H 0.033 1.473 1.621
H 1.427 2.133 0.769
H -0.210 2.798 0.475
H 1.351 -0.412 1.525
H 2.372 -0.739 0.170
H 1.686 -2.010 1.069
H 0.368 1.016 -1.414
H -2.130 1.492 -0.167
H -1.652 -0.237 0.144
H -0.833 -1.569 1.375
H -1.399 -2.007 -0.208
H -0.346 -1.812 -1.897
H -2.036 0.608 -1.583
H 1.428 -1.530 -1.800

=====

# 8
21
Properties=species:S:1:pos:R:3 method="wB97M-V/def2-TZVPD" de_lowest_kj_mol=395.9 charge=+1 e_tot_ev=-8835.9200 orbital_gap_ev="9.46 / 9.46"
C -2.244 0.701 0.014
C 2.145 0.747 -0.070
C -1.474 -0.507 -0.479
C 0.702 0.718 -0.558
N 0.547 -1.631 -0.637
N 0.065 -0.478 1.773
N -0.033 -0.505 -0.195
H -1.993 1.607 -0.531
H -3.303 0.512 -0.144
H -2.092 0.849 1.079
H 2.577 1.718 -0.307
H 2.213 0.628 1.010
H 2.766 -0.004 -0.550
H -1.570 -0.591 -1.570
H -1.889 -1.408 -0.023
H 0.690 0.802 -1.650
H 0.153 1.562 -0.139
H 0.042 -2.491 -0.457
H 1.553 -1.703 -0.521
H 0.907 -1.020 1.948
H 0.238 0.494 2.007

=====

# 9
21
Properties=species:S:1:pos:R:3 method="wB97M-V/def2-TZVPD" de_lowest_kj_mol=271.8 charge=+1 e_tot_ev=-8837.2057 orbital_gap_ev=10.13
N 1.523 0.628 -1.177
C 0.840 1.825 -0.484
C -0.746 1.504 -0.407
N -0.988 0.006 -0.642
C -1.352 -0.799 0.702
C 0.066 -1.190 1.283
N 0.563 -2.405 0.639
H 0.829 -0.147 -1.211
H 2.380 0.390 -0.603
H 1.689 0.799 -2.134
H 0.940 2.700 -1.252
H 1.332 1.975 0.541
H -1.371 1.928 -1.276
H -1.011 1.978 0.605
H -1.898 0.048 -1.098
H -2.060 -0.067 1.215
H -1.871 -1.745 0.532
H 0.049 -1.151 2.362
H 0.722 -0.394 0.965
H 0.655 -3.115 1.373
H -0.291 -2.766 0.068

=====

# 10
21
Properties=species:S:1:pos:R:3 method="wB97M-V/def2-TZVPD" spin_multiplicity=2 de_lowest_kj_mol=155.1 charge=+2 e_tot_ev=-8826.0043 s2=0.755 orbital_gap_ev="11.57 / 6.06"
N 1.278 1.729 -1.751
C -0.201 1.842 -1.363
C -0.804 0.449 -0.999
N 0.138 -0.394 -0.219
C 0.349 -0.110 1.238
C 0.173 -1.462 1.919
N -0.986 -2.135 1.306
H 1.781 1.028 -1.202
H 1.783 2.619 -1.730
H 1.338 1.327 -2.696
H -0.691 2.187 -2.277
H -0.307 2.544 -0.526
H -1.089 -0.142 -1.873
H -1.732 0.622 -0.413
H -0.293 -1.357 -0.265
H 1.377 0.272 1.332
H -0.375 0.591 1.603
H 0.003 -1.201 2.963
H 1.059 -2.094 1.807
H -1.834 -1.903 1.829
H -0.968 -3.132 1.525

=====

# 11
21
Properties=species:S:1:pos:R:3 method="wB97M-V/def2-TZVPD" spin_multiplicity=2 de_lowest_kj_mol=143.9 charge=+2 e_tot_ev=-8826.1210 s2=0.755 orbital_gap_ev="10.78 / 5.22"
N -0.678 -0.915 -0.775
C 0.247 -0.491 0.319
C 0.304 1.025 0.701
C -1.014 1.906 0.889
N -1.914 1.906 -0.216
C 1.643 -0.888 -0.164
N 1.499 -2.338 -0.457
H -1.626 -1.093 -0.434
H -0.753 -0.189 -1.486
H -0.214 -1.792 -1.120
H -0.025 -1.075 1.194
H 0.935 1.524 -0.030
H 0.749 1.018 1.691
H -0.548 2.905 0.866
H -1.589 1.557 1.733
H -1.864 2.659 -0.913
H -2.895 1.846 0.073
H 1.868 -0.438 -1.133
H 2.360 -0.672 0.611
H 1.738 -2.928 0.337
H 2.196 -2.586 -1.155

=====

# 12
22
Properties=species:S:1:pos:R:3 method="wB97M-V/def2-TZVPD" de_lowest_kj_mol=222.6 charge=+1 e_tot_ev=-10885.8537 orbital_gap_ev=10.26
C 0.131 0.552 2.263
N -0.678 -0.475 1.582
C -1.961 -0.703 2.082
N -2.544 -1.814 1.954
H -0.097 1.556 1.885
H -0.106 0.633 3.323
H 1.185 0.360 2.096
H -0.189 -1.357 1.536
H -2.420 0.170 2.558
H -3.504 -1.723 2.270
C 1.450 -0.025 -2.595
O 2.842 0.171 -2.589
C 1.002 0.391 -1.220
N -0.488 0.463 -1.094
H 1.124 -1.059 -2.768
H 0.967 0.544 -3.400
H 3.182 -0.182 -3.417
H 1.359 -0.289 -0.451
H 1.373 1.373 -0.926
H -0.979 -0.264 -1.622
H -0.848 1.374 -1.388
H -0.800 0.307 -0.080